Here is a molecular structure, C26H41BrIN6ORe at a distorted geometry from OMol25. Energies are from wB97M-V/def2-TZVPD.

For the relative energy (zero: lowest compared OMol25 entry of this formula, charge and spin), the calculation gives 1.478 eV. For the total energy, the calculation gives -4368.043301 a.u. The lowest unoccupied orbital energy (spin up / spin down) is -0.31124 / -0.45997 Eh. The HOMO energy (spin up / spin down) comes out at -15.23 / -15.23 eV. The total charge is +3. Its spin multiplicity is 2.

XYZ file:
```
77
Properties=species:S:1:pos:R:3:forces:R:3
Re -0.643399 -0.143354 0.193533 0.8 -0.2 -1.2
C -2.372869 -0.047797 2.286098 0.3 -0.2 0.0
N -0.869666 -0.093297 2.298905 0.4 -0.1 0.6
C -0.337743 1.028517 3.132899 -0.4 -0.4 0.0
C -0.422141 -1.405059 2.883601 -0.2 0.6 0.3
C -0.831514 -2.537628 1.995132 0.2 -0.2 -0.3
N -0.292677 -2.309776 0.624430 -0.5 -0.5 -0.5
C -0.982169 -3.268985 -0.314768 0.5 0.1 0.5
C 1.158580 -2.691580 0.624403 -0.3 0.0 0.0
H -2.767564 -0.465347 3.215087 0.0 0.0 0.0
H -2.782259 -0.637436 1.436538 0.2 0.2 0.3
H -2.704379 0.980586 2.187093 0.0 0.1 0.0
H -0.701770 0.913835 4.155868 0.0 0.1 0.0
H -0.685608 1.972146 2.725809 0.0 0.0 0.0
H 0.746124 0.997021 3.134039 0.0 0.0 0.1
H -0.861388 -1.521762 3.875216 0.0 0.0 0.1
H 0.657638 -1.350674 3.007144 0.0 0.0 0.0
H -1.913681 -2.630578 1.920726 -0.1 0.0 0.0
H -0.454262 -3.479493 2.397004 0.0 -0.1 0.0
H -0.920118 -4.278233 0.102284 0.0 0.0 -0.1
H -0.457486 -3.266493 -1.268923 0.0 0.0 0.1
H -2.017279 -2.975404 -0.441977 0.0 0.0 0.0
H 1.226913 -3.763589 0.823674 0.0 0.0 0.0
H 1.716254 -2.149955 1.384151 -0.1 0.0 -0.1
H 1.590914 -2.480156 -0.349373 0.0 0.0 0.0
O -1.483946 6.050350 -0.272695 0.0 -0.1 0.0
C -1.251051 4.754711 -0.147429 0.1 0.4 0.0
C -0.014588 4.201861 0.213883 0.0 0.3 -0.1
C 0.091912 2.846178 0.309222 -0.3 -0.6 0.0
N -0.943799 1.991441 0.066344 -0.5 0.5 0.0
C -2.121621 2.564073 -0.278510 0.9 -0.1 0.1
Br -3.509994 1.370070 -0.610176 -0.8 0.1 -0.2
C -2.328997 3.906143 -0.397848 -0.2 0.1 -0.1
H -0.712442 6.600044 -0.077371 0.0 0.0 0.0
H 0.849943 4.826357 0.417155 -0.1 -0.1 0.0
H 1.036015 2.390892 0.584180 -0.1 -0.1 0.0
H -3.292800 4.308418 -0.682331 0.1 0.0 0.0
I -6.871786 -1.693130 -3.739500 0.3 -0.1 0.6
C -5.826627 -1.872997 -2.024330 -0.4 0.3 -1.7
C -6.311617 -2.195659 -0.782689 0.0 -0.5 2.6
N -5.248677 -2.191476 0.051678 -1.3 -0.1 -1.2
N -4.069110 -1.892793 -0.574813 -1.2 0.1 -1.5
C -4.442058 -1.704511 -1.840955 2.1 0.1 0.6
H -7.314956 -2.429639 -0.444211 0.2 0.0 0.0
H -5.260198 -2.443232 1.024611 0.0 0.0 0.3
H -3.701040 -1.471187 -2.603515 -0.2 0.0 0.3
C 3.929882 0.549617 3.070862 0.0 0.0 -0.2
C 3.704873 0.446992 1.575715 1.1 0.1 -0.1
C 4.774802 0.522519 0.666341 0.3 0.1 0.3
C 4.609654 0.487398 -0.720573 0.8 0.1 0.5
C 5.808392 0.573951 -1.654838 -0.4 0.0 0.2
C 3.330702 0.349255 -1.213220 -1.1 0.0 0.1
C 2.225931 0.212033 -0.336225 1.5 0.3 -0.2
C 2.449883 0.290648 1.053327 -0.6 -0.1 -0.8
N 0.922716 0.003546 -0.814091 -0.7 -0.1 0.1
C 0.633986 -0.025038 -2.299425 1.1 0.3 0.1
C -0.785930 -0.493075 -2.414631 -0.6 -0.4 0.0
C 0.739340 1.402723 -2.847645 0.0 0.0 -0.1
C 1.511822 -1.017060 -3.096432 0.0 -0.1 0.0
H 4.984092 0.452641 3.326766 0.0 0.0 -0.1
H 3.386411 -0.230376 3.611593 0.0 0.0 0.0
H 3.594609 1.519308 3.448563 0.0 0.0 0.0
H 5.784604 0.629002 1.062450 -0.2 0.0 -0.1
H 6.677528 0.999279 -1.153763 -0.1 0.0 0.0
H 5.584580 1.180752 -2.534628 0.0 0.0 0.1
H 6.085806 -0.423203 -2.004952 0.0 0.0 0.0
H 3.193998 0.364254 -2.286520 0.1 0.0 0.3
H 1.605622 0.226973 1.717355 -0.1 -0.1 0.0
H -1.489519 0.050415 -1.753006 -0.1 0.1 0.3
H -0.882231 -1.563753 -2.267909 0.0 0.0 -0.1
H -1.162767 -0.255317 -3.409968 -0.1 0.0 0.0
H -0.052571 2.040767 -2.445984 0.0 -0.1 0.0
H 0.625200 1.363026 -3.933552 0.0 0.1 0.1
H 1.701550 1.863082 -2.622564 -0.1 0.0 0.0
H 1.962033 -1.783958 -2.458738 -0.1 0.1 -0.1
H 2.306976 -0.520297 -3.650231 -0.1 -0.1 0.0
H 0.886982 -1.527519 -3.833364 0.0 0.1 0.0
```
Positions in Å, forces in eV/Å.



Here is C5H6O2 in the gas phase from OMol25. Energies are from wB97M-V/def2-TZVPD.

For the relative energy (zero: lowest compared OMol25 entry of this formula, charge and spin), the calculation gives 2.381 eV. For the total energy, the calculation gives -344.514418 a.u. The structure (SMILES) is O=CCC#CCO. The lowest unoccupied orbital energy is 0.02587 Eh. The HOMO energy comes out at -9.90 eV.

XYZ file:
```
13
Properties=species:S:1:pos:R:3:forces:R:3
O 2.777990 2.404028 -0.960902 -0.5 -0.3 0.0
C 1.780534 1.740177 -0.836467 0.3 0.2 0.0
C 1.518515 0.908427 0.414060 0.0 0.0 0.0
C 0.259703 0.165474 0.384168 -0.5 -0.2 0.0
C -0.794268 -0.419714 0.350042 0.4 0.2 0.0
C -2.044401 -1.197030 0.301605 -0.1 0.3 0.2
O -2.026946 -2.209796 -0.682145 0.2 -0.2 0.0
H 1.001700 1.700507 -1.624785 0.1 0.0 0.1
H 2.375411 0.235907 0.542406 -0.1 0.1 0.0
H 1.540629 1.594166 1.269169 0.0 -0.1 -0.1
H -2.244892 -1.609458 1.302009 0.0 0.1 -0.2
H -2.883526 -0.542810 0.047077 0.1 -0.1 0.0
H -1.260449 -2.769878 -0.506235 -0.1 0.0 -0.1
```
Positions in Å, forces in eV/Å.



Here is 7 unconnected molecules or ions with the total composition C26H63FIO7 at a distorted geometry from OMol25. Energies are from wB97M-V/def2-TZVPD.

For the total energy, the calculation gives -1952.506591 a.u. The lowest unoccupied orbital energy is 0.07467 Eh. The HOMO energy comes out at -1.49 eV. The total charge is -1.

XYZ file:
```
98
Properties=species:S:1:pos:R:3:forces:R:3
C 5.984455 -1.417514 1.122482 -0.1 0.1 0.5
O 5.885857 -2.438445 2.098802 0.4 0.0 -0.2
C 5.952350 -3.776628 1.629277 -0.3 -0.1 0.2
C 4.592613 -4.478197 1.649498 0.4 -0.3 0.3
C 4.484538 -5.586330 0.613156 -0.4 0.2 -0.6
C 4.111876 -5.170155 -0.847105 0.4 0.3 0.6
C 3.892361 -3.681362 -1.098215 -0.6 -0.3 -0.2
C 2.488009 -3.186075 -0.703983 0.5 0.1 -0.6
C 1.493503 -3.207002 -1.869140 -0.1 0.7 0.3
C 0.288772 -2.275931 -1.594384 -0.4 -1.1 0.1
C -1.049259 -3.017834 -1.389556 -0.1 0.7 0.1
C -2.090601 -2.151719 -0.679261 0.1 0.0 -0.1
F -3.235439 -2.107905 -1.623612 -0.1 -0.1 -0.2
C -2.607555 -2.858531 0.589528 -0.1 0.6 -0.3
C -4.121970 -3.061424 0.628817 0.0 -0.7 0.4
C -4.502183 -4.194833 1.602486 -0.1 0.4 -0.7
I -5.606506 -5.781335 0.588743 0.0 0.1 0.3
H 6.640274 -0.641628 1.516684 0.1 0.1 0.1
H 5.010253 -0.959998 0.951769 -0.1 0.0 -0.2
H 6.408283 -1.763674 0.183896 0.0 -0.2 -0.2
H 6.606256 -4.311614 2.315980 0.2 0.0 0.1
H 6.412208 -3.856277 0.643778 0.0 0.3 -0.2
H 4.514981 -4.947842 2.627801 -0.2 0.0 0.2
H 3.783388 -3.761600 1.604050 -0.1 0.2 -0.3
H 5.431593 -6.119308 0.574830 0.2 -0.2 0.1
H 3.748617 -6.310959 0.943225 -0.1 -0.2 0.2
H 4.904746 -5.510129 -1.506053 0.1 -0.2 -0.2
H 3.193351 -5.673561 -1.129514 -0.1 -0.2 -0.2
H 4.667749 -3.072044 -0.654600 0.2 0.1 0.3
H 3.975605 -3.525846 -2.170708 0.2 0.1 -0.2
H 2.100123 -3.762817 0.129618 -0.1 0.1 0.3
H 2.588085 -2.142132 -0.424486 -0.1 0.2 0.4
H 1.155843 -4.221775 -2.065539 0.0 -0.2 -0.2
H 2.029779 -2.830520 -2.737181 0.1 -0.2 -0.3
H 0.120105 -1.585924 -2.412954 0.2 0.3 -0.1
H 0.457058 -1.714221 -0.687735 0.1 0.3 0.1
H -1.455049 -3.267940 -2.371090 -0.1 -0.2 -0.2
H -0.853557 -3.964651 -0.860678 0.1 -0.2 0.1
H -2.088304 -3.815731 0.747708 0.0 -0.3 0.0
H -2.347951 -2.234984 1.446299 0.1 -0.1 0.3
H -4.514189 -3.301076 -0.347705 0.1 0.1 -0.3
H -4.602038 -2.147718 0.960146 -0.2 0.2 0.0
H -3.627621 -4.698532 1.977525 0.1 -0.2 0.2
H -5.140070 -3.855106 2.404267 -0.2 -0.2 0.3
C -0.294923 2.211665 -0.096390 0.1 0.1 -0.1
C -0.523831 1.114060 0.923822 0.0 0.1 0.0
O 0.452559 0.089137 0.834626 0.3 -0.1 0.2
H -0.288593 1.791728 -1.103359 -0.1 -0.1 0.0
H -1.076341 2.972359 -0.036614 0.0 0.0 0.0
H 0.673098 2.701020 0.060186 0.0 0.0 0.1
H -1.477010 0.618313 0.740230 0.0 -0.1 -0.1
H -0.533147 1.532134 1.939942 -0.1 0.0 0.0
H 1.322087 0.471290 1.000332 -0.1 0.1 0.0
C -4.612740 3.020406 -1.393442 0.0 0.0 -0.1
C -4.218002 3.145843 0.064073 0.0 0.2 -0.1
O -3.255814 4.185781 0.245844 0.0 0.1 0.1
H -3.735066 2.811585 -2.005430 0.0 -0.1 0.0
H -5.340166 2.221391 -1.541011 0.0 0.0 0.0
H -5.047395 3.960188 -1.747741 -0.1 0.0 0.0
H -3.760164 2.223490 0.417075 0.1 0.0 0.0
H -5.097145 3.352119 0.684722 0.0 -0.1 0.0
H -3.655349 5.011165 -0.055904 0.1 0.0 0.0
C 10.589332 0.458697 1.760583 0.0 -0.1 0.0
C 10.186778 -0.286430 0.500838 -0.2 0.0 0.2
O 9.783815 -1.622500 0.780766 0.0 0.1 0.0
H 11.401716 -0.063894 2.266561 0.0 0.0 0.0
H 10.914998 1.474331 1.529795 0.0 0.0 0.0
H 9.750785 0.516881 2.458305 0.0 0.1 0.0
H 11.028820 -0.357162 -0.186074 0.0 -0.1 0.0
H 9.374618 0.241443 -0.011206 0.1 0.1 0.0
H 9.026532 -1.579584 1.376896 0.0 -0.1 -0.1
C -1.235147 7.675754 0.091571 0.0 -0.1 0.0
C -1.834327 7.498661 -1.290616 -0.1 0.3 0.2
O -3.262928 7.535313 -1.225606 0.0 -0.1 -0.1
H -1.594317 6.891959 0.759049 0.1 -0.1 0.0
H -0.145611 7.636501 0.057541 0.0 0.0 0.0
H -1.533237 8.635316 0.522822 0.1 0.0 -0.1
H -1.554229 6.534463 -1.710443 -0.1 0.0 0.0
H -1.487732 8.284418 -1.970579 0.1 -0.1 0.0
H -3.511865 8.392284 -0.862466 0.0 -0.1 0.0
C -3.607628 5.817908 -4.356749 0.0 0.0 0.0
C -4.270475 6.823331 -5.277290 0.0 -0.3 -0.1
O -3.739284 6.770115 -6.601502 0.0 0.1 0.0
H -2.531685 5.990763 -4.314063 0.0 0.1 0.0
H -4.013679 5.887429 -3.347138 0.0 0.0 0.0
H -3.757267 4.799261 -4.722883 -0.1 0.0 0.0
H -4.103760 7.838276 -4.919899 0.0 0.0 -0.1
H -5.351480 6.649467 -5.316301 0.0 0.1 0.1
H -3.885835 5.879467 -6.938927 0.0 0.1 0.0
C -7.046173 -2.082925 5.214034 0.1 0.0 0.0
C -7.548453 -1.169069 4.110214 0.0 -0.3 -0.1
O -6.879506 -1.410396 2.880136 0.0 0.0 0.1
H -5.972715 -1.952494 5.352932 0.0 0.0 0.0
H -7.551139 -1.874226 6.159305 0.0 0.0 0.0
H -7.218857 -3.130313 4.955415 -0.1 0.0 0.0
H -7.359169 -0.126739 4.363307 0.0 0.0 -0.1
H -8.629086 -1.294420 3.973080 0.0 0.1 0.1
H -7.044206 -2.326734 2.630766 0.1 0.1 -0.1
```
Positions in Å, forces in eV/Å.